1.
{"formula": "C2H3N3O", "method": "wB97M-V/def2-TZVPD", "gap_ev": 9.37, "symbols": ["N", "C", "C", "N", "N", "O", "H", "H", "H"], "coordinates": [[-1.514, 0.013, 0.095], [-0.349, -0.668, -0.038], [0.879, 0.103, -0.392], [1.652, 0.782, 0.386], [2.324, 1.401, 1.068], [-0.307, -1.881, -0.108], [-2.348, -0.552, 0.099], [-1.566, 1.005, 0.256], [1.239, -0.289, -1.331]], "mulliken_charge": [-0.38, 0.56, -0.24, 0.48, -0.60, -0.57, 0.24, 0.21, 0.29]}


2.
{"formula": "C2H3N3O", "method": "wB97M-V/def2-TZVPD", "gap_ev": 11.00, "smiles": "Cc1nnon1", "symbols": ["C", "C", "N", "N", "O", "N", "H", "H", "H"], "coordinates": [[-1.291, -0.071, -0.077], [0.186, -0.167, 0.174], [0.810, 1.068, 0.057], [2.096, 0.802, -0.032], [2.213, -0.692, -0.003], [0.915, -1.180, 0.026], [-2.034, -0.209, 0.986], [-1.731, -0.527, -0.911], [-1.163, 0.975, -0.220]], "mulliken_charge": [-0.79, 0.49, -0.14, -0.10, -0.07, -0.25, 0.21, 0.33, 0.33]}


3.
{"formula": "C2H3N3O", "method": "wB97M-V/def2-TZVPD", "gap_ev": [7.98, 9.31], "symbols": ["O", "C", "N", "N", "N", "C", "H", "H", "H"], "coordinates": [[-2.085, -0.040, -0.274], [-0.774, -0.372, -0.025], [-0.214, -1.452, 0.234], [1.954, -0.379, -0.020], [1.323, 0.703, -0.013], [0.087, 0.884, -0.137], [-2.621, -0.846, -0.234], [2.595, -0.382, 0.791], [-0.265, 1.884, -0.323]], "mulliken_charge": [-0.47, 0.73, -0.53, -0.53, 0.10, -0.30, 0.35, 0.25, 0.38]}


4.
{"formula": "C2H3N3O", "method": "wB97M-V/def2-TZVPD", "gap_ev": 9.73, "smiles": "N1=NC1[C@@H]1NO1", "symbols": ["N", "N", "C", "C", "N", "O", "H", "H", "H"], "coordinates": [[1.625, -0.572, -0.544], [1.944, 0.603, -0.437], [0.844, 0.146, 0.373], [-0.583, 0.501, 0.054], [-1.491, -0.596, 0.084], [-1.188, -0.314, -1.321], [0.983, 0.166, 1.458], [-1.114, 1.536, 0.152], [-1.021, -1.472, 0.179]], "mulliken_charge": [-0.18, -0.29, 0.19, -0.04, -0.36, -0.35, 0.37, 0.32, 0.33]}


5.
{"formula": "C2H3N3O2", "method": "wB97M-V/def2-TZVPD", "gap_ev": 10.14, "smiles": "O=c1ncn(O)[nH]1", "symbols": ["O", "C", "N", "C", "N", "O", "N", "H", "H", "H"], "coordinates": [[-2.650, -0.448, -0.197], [-1.510, -0.075, -0.148], [-1.040, 1.270, -0.175], [0.211, 1.184, 0.027], [0.697, -0.107, 0.294], [1.835, -0.378, -0.473], [-0.392, -0.913, -0.048], [0.925, 2.008, 0.018], [2.425, -0.818, 0.150], [-0.499, -1.723, 0.553]], "mulliken_charge": [-0.52, 0.44, -0.43, 0.02, 0.06, -0.40, -0.21, 0.38, 0.37, 0.29]}


6.
{"formula": "C2H3N3O2", "method": "wB97M-V/def2-TZVPD", "gap_ev": 7.99, "symbols": ["C", "C", "N", "N", "N", "O", "O", "H", "H", "H"], "coordinates": [[0.659, -0.877, -0.095], [-0.740, -0.955, -0.073], [0.145, 1.275, -0.120], [1.110, 0.384, -0.032], [-1.376, 0.155, 0.081], [2.294, 0.722, 0.092], [-2.447, 0.683, 0.037], [1.354, -1.693, -0.099], [-1.289, -1.887, -0.065], [0.288, 2.193, 0.274]], "mulliken_charge": [-0.48, -0.07, -0.62, 0.88, 0.51, -0.71, -0.55, 0.40, 0.42, 0.24]}


In order of appearance, total energy = -317.46678; -317.37099; -317.37078; -317.30293; -392.69148; -392.52438 Ha.
In order of appearance, energy above the lowest of the compared OMol25 structures with the same formula, charge and spin = 1.783; 4.390; 4.396; 6.242; 2.777; 7.324 eV.